one) ORCA calculation (ωB97M-V/def2-TZVPD) on C3H5N2 as an isolated structure.

Summary:
Total charge: +1
HOMO level (spin up / spin down) in eV: -15.674 / -15.496
Kohn-Sham gap (spin up / spin down) in eV: 10.4 / 8.8
Molecular weight in g/mol: 69.087
Spin multiplicity: 1

Each line ends with the Löwdin charge.
Element x y z (Å)
C1 -1.095 -1.094 0.803  -0.018
C2 0.115 -0.834 -0.039  -0.100
C3 0.091 0.438 0.761  -0.209
N1 -1.055 0.023 1.462  0.146
N2 -0.124 0.499 -0.676  0.165
H1 -1.950 -1.882 0.688  0.179
H2 0.901 -1.331 -0.632  0.164
H3 2.007 1.505 1.579  0.247
H4 0.726 0.727 -1.254  0.206
H5 -1.138 0.753 -0.895  0.220

***

two) ORCA calculation (ωB97M-V/def2-TZVPD) on a 2-piece molecular cluster, C3H5N2 overall.

Summary:
Total charge: +1
HOMO level in eV: -14.299
Kohn-Sham gap in eV: 8.2
Molecular weight in g/mol: 69.087
Spin multiplicity: 1

Each line ends with the Löwdin charge.
Element x y z (Å)
C1 -1.903 0.064 0.009  -0.004
C2 0.352 0.585 -0.034  -0.107
C3 0.181 -0.863 0.030  0.013
N1 -1.088 -1.114 -0.002  0.102
N2 -1.079 1.064 -0.040  0.056
H1 0.541 0.974 0.937  0.146
H2 1.083 1.108 -0.640  0.150
H3 1.458 -1.562 -0.299  0.318
H4 -1.450 -2.016 0.275  0.169
H5 -1.184 2.020 0.248  0.157

***

Short version: two) is the most stable of them.

***

one) ORCA calculation (ωB97M-V/def2-TZVPD) on an isolated ion of composition C3H5N2 and charge +1.

Summary:
Total charge: +1
HOMO level in eV: -15.654
Kohn-Sham gap in eV: 10.5
Molecular weight in g/mol: 69.087
Spin multiplicity: 1

Each line ends with the Löwdin charge.
Element x y z (Å)
C1 -0.192 1.665 0.287  0.066
C2 0.557 0.616 0.347  -0.163
N1 0.706 -0.429 -0.695  0.113
C3 -0.055 -1.465 -0.490  -0.057
N2 -0.613 -2.303 0.133  0.361
H1 -0.353 2.490 1.066  0.122
H2 -0.745 1.931 -0.666  0.107
H3 1.169 0.244 1.179  0.133
H4 1.024 -0.057 -1.569  0.169
H5 -1.497 -2.692 0.409  0.148

***

two) ORCA calculation (ωB97M-V/def2-TZVPD) on C3H5N2 as an isolated structure.

Summary:
Total charge: +1
HOMO level in eV: -15.736
Kohn-Sham gap in eV: 11.0
Molecular weight in g/mol: 69.087
Spin multiplicity: 1

Each line ends with the Löwdin charge.
Element x y z (Å)
C1 -0.855 -0.844 -0.612  -0.019
C2 0.156 0.247 -0.714  -0.090
C3 0.764 -0.477 0.467  -0.090
N1 -0.346 -1.421 0.427  0.151
N2 0.013 0.787 0.617  0.172
H1 -1.694 -1.187 -1.169  0.131
H2 0.307 0.767 -1.691  0.187
H3 1.783 -0.448 0.925  0.192
H4 0.639 1.558 0.544  0.169
H5 -0.767 1.017 1.206  0.197

***

three) ORCA calculation (ωB97M-V/def2-TZVPD) on C3H5N2 as an isolated structure.

Summary:
Total charge: +1
HOMO level in eV: -16.238
Kohn-Sham gap in eV: 10.1
Molecular weight in g/mol: 69.087
Spin multiplicity: 1

Each line ends with the Löwdin charge.
Element x y z (Å)
C1 -0.397 0.663 -0.398  -0.113
C2 -1.571 0.054 0.149  -0.015
C3 1.082 -0.638 -0.028  0.043
N1 -0.573 -0.743 -0.467  0.140
N2 0.877 0.773 -0.058  0.116
H1 -1.549 0.363 1.288  0.181
H2 -2.553 0.187 -0.315  0.144
H3 1.305 -0.952 1.056  0.172
H4 1.775 -1.069 -0.823  0.164
H5 1.604 1.363 -0.404  0.169

***

four) ORCA calculation (ωB97M-V/def2-TZVPD) on an isolated ion of composition C3H5N2 and charge +1.

Summary:
Total charge: +1
HOMO level in eV: -15.097
Kohn-Sham gap in eV: 11.5
Molecular weight in g/mol: 69.087
Spin multiplicity: 1

Each line ends with the Löwdin charge.
Element x y z (Å)
C1 -0.629 0.504 0.846  -0.014
C2 -1.114 -0.362 -0.071  -0.012
N1 -0.057 -0.704 -0.872  0.120
C3 1.053 -0.103 -0.461  -0.029
N2 0.714 0.644 0.588  0.121
H1 -1.140 1.074 1.592  0.139
H2 -2.110 -0.661 -0.348  0.144
H3 -0.064 -1.324 -1.647  0.175
H4 2.049 -0.278 -0.823  0.166
H5 1.297 1.209 1.195  0.190

***

Short version: four) is the most stable of them.

***

one) ORCA calculation (ωB97M-V/def2-TZVPD) on an isolated ion of composition C3H5N2 and charge +1.

Summary:
Total charge: +1
HOMO level in eV: -15.984
Kohn-Sham gap in eV: 9.0
Molecular weight in g/mol: 69.087
Spin multiplicity: 1

Each line ends with the Löwdin charge.
Element x y z (Å)
C1 -1.623 -0.672 0.336  0.343
C2 -1.346 0.436 -0.475  -0.058
C3 1.011 0.073 0.682  -0.062
N1 -0.116 -0.414 -0.039  -0.161
N2 1.269 -0.568 -0.660  0.212
H1 -1.900 0.395 -1.419  0.158
H2 -1.416 1.495 -0.140  0.166
H3 1.169 1.207 0.729  0.164
H4 1.396 -0.451 1.562  0.140
H5 1.553 -1.501 -0.578  0.097

***

two) ORCA calculation (ωB97M-V/def2-TZVPD) on an isolated ion of composition C3H5N2 and charge +1.

Summary:
Total charge: +1
HOMO level in eV: -16.783
Kohn-Sham gap in eV: 11.3
Molecular weight in g/mol: 69.087
Spin multiplicity: 1

Each line ends with the Löwdin charge.
Element x y z (Å)
C1 -1.123 -0.199 0.017  0.029
C2 0.212 -0.108 -0.734  -0.133
N1 1.044 -0.963 0.071  0.170
C3 0.068 -0.095 0.864  -0.004
N2 0.636 1.039 0.020  0.213
H1 -1.570 -1.163 -0.012  0.112
H2 -1.947 0.617 -0.076  0.176
H3 0.718 -1.852 -0.122  0.097
H4 0.322 1.933 0.042  0.146
H5 1.641 0.791 -0.070  0.193

***

Short version: two) is the most stable of them.